24
Properties=species:S:1:pos:R:3:lowdin_charge:R:1 method="wB97M-V/def2-TZVPD" smiles="CC1(C)c2ccccc2[C@@H]1C(=O)[O-]" relative_energy_kj_mol=109.5 charge=-1 orbital_gap_ev=7.6 multiplicity=1 molar_mass_g_mol=175.21
C -0.810 1.803 -1.168 -0.080
C -0.230 1.146 0.050 -0.347
C 0.040 2.281 1.040 -0.061
C 0.684 -0.068 -0.184 -0.158
C 1.885 -0.338 -0.793 -0.038
C 2.420 -1.620 -0.483 -0.118
C 1.737 -2.600 0.313 -0.133
C 0.371 -2.406 0.532 -0.064
C -0.107 -1.096 0.401 -0.132
C -1.367 -0.207 0.687 0.019
C -2.652 -0.519 -0.210 -0.693
O -2.471 -0.642 -1.457 -0.086
O -3.653 -0.597 0.516 -0.065
H -1.396 2.613 -0.674 0.079
H -1.399 0.945 -1.651 0.081
H -0.078 2.284 -1.897 0.090
H -0.855 2.670 1.393 0.060
H 0.640 2.923 0.528 0.037
H 0.712 1.938 1.825 0.080
H 2.454 0.252 -1.532 0.104
H 3.441 -1.943 -0.636 0.072
H 2.382 -3.445 0.746 0.108
H -0.315 -3.319 0.896 0.142
H -1.434 -0.056 1.754 0.104